No. 1
This record from the Open Molecules 2025 dataset describes a 2-piece molecular cluster, C7H20N4 overall at a distorted geometry. The level of theory is wB97M-V/def2-TZVPD.

XYZ file:
```
31
Properties=species:S:1:pos:R:3:forces:R:3
C 0.96226 -0.81548 0.79237 0.0 -1.3 0.9
C -1.00629 1.20272 -0.75395 -2.1 1.7 1.1
C -1.87090 1.68273 0.46909 0.7 0.2 -3.2
C 2.53194 -0.95789 2.65803 -1.8 3.1 -2.1
C 1.28692 1.48379 -2.09288 -2.1 1.6 -0.4
C 1.74540 -1.74759 1.56766 3.1 -1.0 -1.3
C 0.26810 1.93090 -1.03950 1.0 0.3 1.7
N -0.24374 -0.59648 0.52503 -2.3 0.1 -0.7
N -1.41363 -1.48163 0.83474 0.5 -2.5 -1.9
N -2.56005 -0.54493 -1.31870 -0.4 1.0 1.0
N -1.55813 0.41000 -1.63616 1.8 0.5 -1.2
H 1.57361 -0.09168 0.34417 0.8 1.4 -0.6
H -2.51485 0.93716 0.82748 -0.9 -1.0 0.4
H -2.47658 2.54167 0.15021 0.1 -0.2 -0.2
H -1.25411 2.02232 1.22762 1.3 0.6 1.5
H 1.90058 -0.26788 3.23659 -0.3 -0.8 0.2
H 3.17438 -0.19848 2.17764 0.3 -0.8 0.1
H 3.02984 -1.60846 3.26120 1.6 -1.6 1.6
H 1.25450 0.51697 -2.44446 -0.3 -2.6 -0.4
H 2.21227 1.63974 -1.67327 2.3 0.4 0.7
H 1.21397 2.09457 -2.98557 0.0 0.3 -0.1
H 1.21450 -2.58548 1.99979 0.0 -0.3 -0.2
H 2.66673 -2.08296 0.76163 -2.7 0.4 2.2
H 0.20594 3.03235 -1.20150 -1.0 -0.7 0.4
H 0.74353 1.90403 0.00921 -0.5 0.0 -1.4
H -1.28228 -2.53857 0.57267 0.3 2.2 0.8
H -2.22409 -1.16734 0.06251 1.8 0.0 0.9
H -2.50396 -1.25166 -1.99509 -0.2 -1.2 -1.3
H -3.54213 -0.23377 -1.21001 0.8 0.6 -0.8
H -0.87888 0.23668 -2.44249 -1.9 -0.3 1.0
H -1.74493 -1.45708 1.77807 0.0 0.2 1.1
```
Positions in Å, forces in eV/Å.

## Properties
* LUMO: -7.15 eV
* largest force on an atom: 4.14 eV/Å
* relative energy (zero: lowest compared OMol25 entry of this formula, charge and spin): 4.353 eV
* total energy: -496.9768 hartree
* net charge: +2

***

No. 2
This record from the Open Molecules 2025 dataset describes a 3-piece molecular cluster, C7H20NO2 overall at a distorted geometry. The level of theory is wB97M-V/def2-TZVPD.

XYZ file:
```
30
Properties=species:S:1:pos:R:3:forces:R:3
C 2.11363 0.83512 0.03176 -0.4 -1.4 0.4
C 0.65395 0.50320 0.44302 0.5 1.0 -1.2
C 0.30819 -0.97527 0.19084 -0.2 -1.2 1.2
C -0.83138 -1.28457 -0.74170 -1.0 1.4 1.7
C -0.80858 -2.12223 -1.74928 -0.3 -0.1 -1.7
C 0.31678 -2.91028 -2.29136 1.5 -1.2 0.2
C -2.19757 -0.70378 -0.21927 1.4 -0.9 -1.7
N -0.16712 1.40338 -0.54278 0.5 1.4 0.8
H 2.02206 1.17874 -0.99593 0.8 0.1 -0.1
H 2.68710 -0.10847 0.04866 -0.1 0.6 -0.1
H 2.61898 1.53434 0.68369 -0.1 0.4 -0.1
H 0.40092 0.87101 1.44854 0.0 -0.3 -0.4
H 1.16775 -1.62348 0.01851 0.4 0.6 -0.7
H 0.04475 -1.40025 1.17015 -0.5 0.3 0.1
H -1.70769 -2.24258 -2.35475 -0.2 0.1 0.4
H 0.96122 -3.28417 -1.47120 -0.2 0.2 -0.3
H 1.00406 -2.36196 -2.97172 -0.6 -0.2 0.2
H -0.03135 -3.84280 -2.79217 0.1 0.9 0.1
H -2.73625 -1.59915 0.03708 -0.5 0.0 0.8
H -2.02710 -0.01099 0.59264 -0.4 -0.1 0.3
H -2.74247 -0.27622 -1.06005 -0.1 0.4 0.2
H -0.23961 0.95783 -1.46221 -0.4 0.0 0.3
H -1.04250 1.73704 -0.14074 -0.6 -1.0 -0.3
H 0.24613 2.37468 -0.61184 0.3 -1.2 0.1
H 1.01604 4.40725 0.00195 0.1 0.5 0.6
H 0.33035 4.04586 1.41601 0.4 0.4 -0.2
O 0.40317 3.84210 0.47826 -0.3 -0.6 -0.4
H 0.07978 -0.03064 4.21047 -0.1 0.1 -0.3
H -1.15628 0.61411 4.73725 -0.1 0.1 -0.5
O -0.68696 0.47215 3.89615 0.2 -0.2 0.7
```
Positions in Å, forces in eV/Å.

## Properties
* LUMO: -2.84 eV
* largest force on an atom: 2.46 eV/Å
* relative energy (zero: lowest compared OMol25 entry of this formula, charge and spin): 0.672 eV
* total energy: -483.6756 hartree
* net charge: +1